This record from the Open Molecules 2025 dataset describes a structure of composition C24H28N4O2Pt in a non-equilibrium geometry. The level of theory is wB97M-V/def2-TZVPD.

Values from the calculation:
**DFT total energy**: -1418.56168 Ha
**HOMO-LUMO gap (spin up / spin down)**: 0.229 / 0.242 Eh
**Spin multiplicity**: 5
**Molar mass**: 599.6 u
**Charge**: +4
**Expectation value of S²**: 6.0493
**ΔE to the lowest compared entry with this formula, charge and spin**: 0.000 eV

Each line ends with the Löwdin charge.
Atoms and positions in Å:
Pt1 -0.9304 0.9956 -0.7395  1.318
C1 -4.1125 -3.7458 3.2343  0.024
C2 -3.4163 -3.1100 2.1125  -0.140
C3 -2.5979 -3.8662 1.2391  0.077
C4 -1.7765 -3.2761 0.2956  -0.055
C5 -1.0123 -4.2426 -0.4944  0.082
N1 0.1561 -4.2282 -1.0378  0.143
C6 1.2418 -3.2396 -0.9847  -0.113
C7 1.8815 -3.1548 0.4144  -0.124
C8 3.2031 -2.3887 0.4031  -0.098
N2 2.9532 -0.9740 0.1077  0.119
C9 3.7099 0.0385 0.3350  0.089
C10 3.3399 1.4144 0.0563  -0.054
C11 4.2740 2.3976 0.2795  0.112
C12 3.9901 3.7747 0.0638  -0.133
C13 5.0153 4.7999 0.2867  0.025
C14 2.6772 4.1225 -0.3508  0.106
C15 1.6932 3.1879 -0.5669  -0.060
C16 0.3796 3.6651 -0.9878  -0.015
N3 -0.6990 2.9957 -1.1170  -0.093
C17 -1.9318 3.6687 -1.5613  -0.157
C18 -2.8741 2.7357 -2.3187  -0.154
C19 -3.6759 1.7950 -1.4330  -0.157
N4 -2.8505 0.8429 -0.7152  -0.131
C20 -3.2103 0.2465 0.4510  -0.037
C21 -2.8957 -1.1086 0.8015  -0.110
C22 -3.5826 -1.7235 1.8209  0.108
C23 -1.8398 -1.8331 0.0962  -0.255
O1 -1.0383 -1.2201 -0.6621  -0.093
C24 2.0068 1.7807 -0.4160  -0.217
O2 1.1789 0.8675 -0.6981  -0.130
H1 -3.6276 -4.6650 3.5608  0.115
H2 -5.1286 -4.0534 2.9252  0.151
H3 -4.2754 -3.0614 4.0681  0.120
H4 -2.5957 -4.9466 1.3410  0.154
H5 -1.5413 -5.1848 -0.6237  0.176
H6 0.3959 -5.0734 -1.5518  0.196
H7 0.8364 -2.2848 -1.2996  0.104
H8 1.9912 -3.5602 -1.7064  0.151
H9 2.0899 -4.1619 0.7785  0.143
H10 1.1967 -2.6847 1.1259  0.127
H11 3.8843 -2.8018 -0.3460  0.155
H12 3.6973 -2.4857 1.3699  0.153
H13 2.0600 -0.7563 -0.3272  0.122
H14 4.6850 -0.1398 0.7836  0.180
H15 5.2651 2.1195 0.6238  0.159
H16 6.0282 4.4093 0.1895  0.117
H17 4.9525 5.1853 1.3204  0.149
H18 4.8724 5.6787 -0.3440  0.121
H19 2.4529 5.1738 -0.4989  0.159
H20 0.3381 4.7308 -1.2155  0.167
H21 -1.6707 4.5015 -2.2167  0.145
H22 -2.4288 4.0955 -0.6846  0.151
H23 -2.3101 2.1681 -3.0630  0.126
H24 -3.5829 3.3516 -2.8729  0.146
H25 -4.3821 1.2363 -2.0605  0.163
H26 -4.2905 2.3525 -0.7138  0.156
H27 -3.8544 0.7995 1.1331  0.159
H28 -4.3146 -1.1601 2.3905  0.159